No. 1
The following is a quantum chemistry calculation of a structure of composition C13H33NO14S2V in a non-equilibrium geometry, from OMol25.

Structure (ORCA input):
```
! wB97M-V def2-TZVPD RIJCOSX def2/J DEFGRID3
* xyz -2 2
O -12.546 7.160 9.048
V -11.777 8.203 8.085
O -12.672 9.354 7.454
C -11.492 8.883 4.306
C -10.245 8.360 4.949
C -9.177 9.524 4.941
O -10.499 7.753 6.212
H -11.723 9.788 4.868
H -12.296 8.147 4.276
H -11.330 9.096 3.249
H -9.943 7.512 4.334
H -8.890 9.922 3.968
H -8.325 9.126 5.492
H -9.528 10.473 5.346
C -8.692 9.248 11.004
C -9.782 8.998 9.939
O -10.591 9.867 9.711
O -9.825 7.951 9.302
H -7.805 9.689 10.551
H -8.394 8.291 11.432
H -9.076 9.940 11.753
C -14.033 10.287 11.181
O -13.496 10.971 10.052
H -14.144 10.771 12.151
H -15.059 10.068 10.886
H -13.467 9.364 11.302
H -12.547 10.850 9.970
O -12.818 14.150 5.820
S -12.053 14.175 7.102
O -10.938 15.157 7.309
O -12.941 14.277 8.471
C -13.139 15.570 8.999
C -13.424 15.548 10.437
C -11.401 12.444 7.505
H -13.970 16.128 8.566
H -12.203 16.128 8.990
H -14.422 15.169 10.658
H -13.442 16.534 10.902
H -12.776 14.874 10.998
H -11.516 12.261 8.573
H -10.335 12.550 7.302
H -11.828 11.723 6.808
O -12.835 5.940 6.740
S -11.919 4.786 6.761
O -10.718 4.949 7.553
O -12.802 3.463 7.273
C -12.177 2.234 7.582
C -13.027 1.060 7.145
C -11.426 4.131 5.173
H -12.302 2.143 8.661
H -11.090 2.214 7.508
H -12.658 0.786 6.157
H -14.087 1.304 7.212
H -12.941 0.247 7.866
H -10.366 3.890 5.247
H -11.630 4.875 4.403
H -12.178 3.409 4.856
C -15.600 6.221 9.393
N -16.181 6.757 10.655
O -15.418 7.149 11.498
O -17.369 6.790 10.845
H -15.388 7.166 8.894
H -16.509 5.776 8.988
H -14.717 5.589 9.489
*
```

Values from the calculation:
gap between HOMO and LUMO (spin up / spin down)	3.5 / 5.2	eV
DFT total energy	-91523.9815	eV
HOMO level (spin up / spin down)	0.391 / -1.284	eV
⟨S²⟩	0.758
largest force on an atom	0.0889	Eh/bohr

natural (NBO) atomic charge list, values in e, 6 entries: O -0.910; V 1.452; O -0.850; C -0.623; C 0.132; C -0.650



No. 2
The following is a quantum chemistry calculation of a cluster of 3 separate species, C13H34BN3O6P2 in total in a non-equilibrium geometry, from OMol25.

Structure (ORCA input):
```
! wB97M-V def2-TZVPD RIJCOSX def2/J DEFGRID3
* xyz 0 1
C 1.282 3.056 1.650
C 1.187 1.960 0.573
B 0.490 0.617 0.993
O -0.036 0.393 2.235
N 0.397 -0.460 -0.045
C -1.023 -0.678 -0.468
C -1.603 0.492 -1.250
O -3.011 0.597 -0.993
C -3.286 1.216 0.225
P -4.927 0.724 0.851
N -5.007 -0.755 1.406
P 0.938 -1.916 0.672
N 2.451 -1.962 1.082
H 0.855 2.748 2.596
H 0.816 3.963 1.288
H 2.323 3.306 1.808
H 0.680 2.310 -0.322
H 2.171 1.652 0.224
H -0.524 1.164 2.565
H -1.028 -1.539 -1.127
H -1.676 -0.939 0.365
H -1.522 0.346 -2.318
H -1.151 1.450 -0.998
H -2.592 0.977 1.033
H -3.285 2.308 0.114
H -5.822 0.931 -0.219
H -5.210 1.672 1.855
H -5.258 -0.717 2.388
H 0.048 -2.148 1.738
H 0.621 -2.890 -0.293
H 2.901 -1.082 0.849
O -1.527 4.035 -2.064
C -2.560 4.184 -2.660
O -3.671 3.618 -2.158
C -4.987 3.839 -2.673
C -5.290 2.937 -3.850
C -2.619 4.917 -3.978
H -5.136 4.895 -2.904
H -5.654 3.601 -1.846
H -4.622 3.132 -4.690
H -6.316 3.084 -4.187
H -5.159 1.893 -3.565
H -2.306 4.236 -4.767
H -1.920 5.749 -3.935
H -3.598 5.320 -4.224
O 7.284 -7.388 3.214
C 6.901 -6.336 2.778
O 5.653 -5.930 3.065
C 5.153 -4.628 2.724
C 4.641 -4.558 1.304
C 7.769 -5.502 1.863
H 5.906 -3.866 2.931
H 4.334 -4.454 3.418
H 5.432 -4.754 0.578
H 4.216 -3.574 1.103
H 3.866 -5.309 1.146
H 7.695 -5.904 0.854
H 8.799 -5.589 2.201
H 7.515 -4.445 1.843
*
```

Values from the calculation:
relative energy (zero: lowest compared OMol25 entry of this formula, charge and spin)	0.488	eV
gap between HOMO and LUMO	9.0	eV
DFT total energy	-50040.9107	eV
SMILES	CCB(O)N(CCOC[PH2]=N)[PH2]=N.CCOC(C)=O.CCOC(C)=O
HOMO level	-8.744	eV
largest force on an atom	0.0385	Eh/bohr

natural (NBO) atomic charge list, values in e, 6 entries: C -0.605; C -0.821; B 1.162; O -0.913; N -1.027; C -0.272



No. 3
The following is a quantum chemistry calculation of a structure of composition C13H34N2O5Tl in a non-equilibrium geometry, from OMol25.

Structure (ORCA input):
```
! wB97M-V def2-TZVPD RIJCOSX def2/J DEFGRID3
* xyz 3 1
Tl 0.174 0.075 0.431
C 1.327 0.037 -3.212
O 1.616 0.062 -1.825
C 3.026 -0.064 -1.657
C 3.412 0.246 -0.167
N 2.564 -0.443 0.855
C 2.606 -1.923 0.742
C 1.744 -2.683 1.875
O 0.343 -2.344 1.724
C -0.605 -3.050 2.597
H 1.869 -0.845 -3.554
H 1.555 0.996 -3.675
H 0.256 -0.099 -3.362
H 3.511 0.701 -2.263
H 3.282 -1.078 -1.966
H 3.248 1.317 -0.053
H 4.467 -0.006 -0.056
H 3.104 -0.103 1.638
H 3.631 -2.292 0.722
H 2.130 -2.208 -0.196
H 2.112 -2.326 2.838
H 1.883 -3.764 1.851
H -1.589 -2.901 2.152
H -0.682 -2.621 3.596
H -0.544 -4.135 2.682
C 1.759 2.567 -1.964
O 0.619 1.808 -1.591
C -0.665 2.158 -2.177
C -1.666 1.079 -2.142
N -2.019 0.782 -0.768
C -2.966 -0.323 -0.800
C -3.323 -0.675 0.702
O -2.164 -0.630 1.570
C -2.492 -1.118 2.931
H 1.810 3.603 -1.630
H 1.932 2.561 -3.040
H 2.648 2.070 -1.573
H -0.596 2.219 -3.263
H -1.008 3.050 -1.652
H -1.422 0.180 -2.708
H -2.519 1.468 -2.697
H -2.670 1.543 -0.637
H -2.370 -1.126 -1.233
H -3.847 -0.049 -1.380
H -3.729 -1.683 0.620
H -4.186 -0.088 1.020
H -1.612 -0.931 3.546
H -2.739 -2.176 2.843
H -3.214 -0.558 3.525
C -1.285 2.243 2.153
O -0.899 1.934 0.819
H -2.100 1.586 2.457
H -0.504 2.246 2.913
H -1.732 3.237 2.164
H -1.481 2.471 0.276
*
```

Values from the calculation:
relative energy (zero: lowest compared OMol25 entry of this formula, charge and spin)	1.414	eV
gap between HOMO and LUMO	5.1	eV
DFT total energy	-31906.2003	eV
HOMO level	-18.976	eV
largest force on an atom	0.0837	Eh/bohr

Mulliken atomic charge list, values in e, 6 entries: Tl 2.206; C -0.738; O -0.109; C -1.027; C -0.976; N -0.204